{"formula": "C41H69Br20O7P", "method": "ωB97M-V/def2-TZVPD", "smiles": "CCCc1cc2c(c(O)c1C)C(=O)C(CP(=O)(O)O)=C(CCCCCOC)C2=O.BrCCBr.BrCCBr.BrCCBr.BrCCBr.BrCCBr.BrCCBr.BrCCBr.BrCCBr.BrCCBr.BrCCBr", "charge": 0, "total_energy_ha": -53952.00298, "species": ["C", "C", "C", "C", "C", "C", "C", "C", "O", "C", "C", "C", "O", "C", "C", "P", "O", "O", "O", "C", "C", "C", "C", "C", "C", "O", "C", "C", "O", "H", "H", "H", "H", "H", "H", "H", "H", "H", "H", "H", "H", "H", "H", "H", "H", "H", "H", "H", "H", "H", "H", "H", "H", "H", "H", "H", "H", "H", "Br", "C", "C", "Br", "H", "H", "H", "H", "Br", "C", "C", "Br", "H", "H", "H", "H", "Br", "C", "C", "Br", "H", "H", "H", "H", "Br", "C", "C", "Br", "H", "H", "H", "H", "Br", "C", "C", "Br", "H", "H", "H", "H", "Br", "C", "C", "Br", "H", "H", "H", "H", "Br", "C", "C", "Br", "H", "H", "H", "H", "Br", "C", "C", "Br", "H", "H", "H", "H", "Br", "C", "C", "Br", "H", "H", "H", "H", "Br", "C", "C", "Br", "H", "H", "H", "H"], "xyz": [[8.13, -3.22, -2.66], [8.83, -1.82, -2.91], [8.09, -0.60, -2.20], [6.59, -0.91, -1.93], [5.63, -0.59, -3.01], [4.24, -0.90, -2.82], [3.73, -1.53, -1.60], [4.68, -1.83, -0.51], [4.25, -2.39, 0.69], [6.11, -1.51, -0.70], [7.06, -1.86, 0.50], [2.24, -1.88, -1.44], [1.77, -2.57, -0.56], [1.25, -1.25, -2.46], [-0.27, -1.33, -2.08], [-0.92, -2.95, -2.80], [-1.66, -2.70, -4.07], [0.42, -3.88, -3.06], [-1.90, -3.61, -1.62], [1.70, -0.64, -3.59], [0.72, 0.03, -4.61], [0.55, 1.60, -4.35], [-0.94, 1.88, -3.89], [-1.08, 2.56, -2.47], [-0.13, 1.98, -1.36], [-0.85, 1.35, -0.27], [0.10, 1.03, 0.75], [3.22, -0.56, -3.94], [3.59, -0.20, -5.03], [7.13, -3.30, -3.16], [8.75, -4.07, -3.06], [8.02, -3.38, -1.55], [9.85, -1.91, -2.43], [8.98, -1.68, -4.01], [8.66, -0.31, -1.29], [8.12, 0.25, -2.94], [6.04, -0.13, -3.93], [3.90, -1.66, 1.24], [7.87, -1.09, 0.62], [7.52, -2.87, 0.35], [6.48, -1.92, 1.46], [-0.39, -1.33, -0.96], [-0.85, -0.45, -2.48], [0.47, -4.59, -2.39], [-1.53, -3.31, -0.77], [1.16, -0.16, -5.63], [-0.25, -0.52, -4.59], [0.79, 2.10, -5.32], [1.32, 1.97, -3.61], [-1.60, 0.98, -3.91], [-1.38, 2.60, -4.63], [-2.14, 2.37, -2.13], [-0.97, 3.68, -2.49], [0.62, 1.23, -1.72], [0.40, 2.87, -0.90], [1.09, 1.54, 0.63], [0.33, -0.08, 0.82], [-0.32, 1.34, 1.74], [-5.68, -2.29, -2.38], [-5.46, -4.06, -1.61], [-6.49, -4.32, -0.53], [-6.03, -3.40, 1.13], [-4.44, -4.13, -1.25], [-5.60, -4.75, -2.44], [-6.51, -5.38, -0.27], [-7.49, -4.00, -0.81], [-1.00, 2.33, 4.97], [-2.03, 0.79, 5.58], [-1.64, -0.46, 4.84], [-2.40, -0.49, 3.04], [-3.08, 1.05, 5.46], [-1.80, 0.69, 6.64], [-2.05, -1.35, 5.33], [-0.56, -0.58, 4.73], [-6.91, 1.40, 3.98], [-7.72, -0.29, 3.46], [-8.05, -1.13, 4.66], [-6.45, -1.96, 5.41], [-7.03, -0.77, 2.77], [-8.63, -0.02, 2.92], [-8.70, -1.96, 4.38], [-8.52, -0.57, 5.47], [0.46, 4.84, 7.88], [0.07, 6.66, 7.33], [-1.10, 6.72, 6.39], [-0.61, 6.14, 4.60], [0.98, 7.06, 6.89], [-0.15, 7.20, 8.25], [-1.45, 7.74, 6.27], [-1.93, 6.09, 6.70], [12.78, -1.32, -2.84], [13.53, -0.54, -1.22], [12.98, -1.21, 0.01], [11.16, -0.61, 0.38], [13.32, 0.53, -1.27], [14.60, -0.70, -1.30], [13.56, -0.93, 0.89], [12.94, -2.29, -0.07], [-4.98, -5.34, -5.03], [-3.85, -4.10, -6.03], [-4.26, -4.04, -7.48], [-3.64, -5.60, -8.46], [-2.83, -4.41, -5.89], [-4.00, -3.13, -5.55], [-3.79, -3.19, -7.97], [-5.34, -3.99, -7.62], [-1.77, -5.83, -4.13], [-1.37, -7.70, -4.49], [-1.38, -8.51, -3.22], [0.24, -8.21, -2.18], [-0.42, -7.72, -5.01], [-2.16, -8.03, -5.17], [-1.39, -9.57, -3.45], [-2.22, -8.27, -2.57], [-4.24, 3.63, 5.89], [-3.82, 3.07, 7.70], [-4.51, 3.93, 8.73], [-3.64, 5.66, 8.92], [-2.74, 3.08, 7.79], [-4.18, 2.04, 7.77], [-4.46, 3.48, 9.71], [-5.55, 4.14, 8.48], [-10.39, 3.52, 2.19], [-8.86, 2.85, 1.19], [-9.29, 2.19, -0.09], [-10.03, 0.42, 0.23], [-8.32, 2.18, 1.86], [-8.24, 3.72, 0.99], [-8.43, 2.03, -0.75], [-10.05, 2.76, -0.63], [2.56, 8.37, 3.52], [1.57, 9.38, 2.18], [0.95, 10.62, 2.78], [-0.64, 10.19, 3.82], [0.84, 8.71, 1.75], [2.31, 9.65, 1.43], [0.60, 11.29, 2.00], [1.62, 11.16, 3.44]]}

---

{"formula": "C41H69F4N3PSi4TeW", "method": "ωB97M-V/def2-TZVPD", "charge": 1, "e_above_lowest_kj_mol": 129.9, "multiplicity": 3, "species": ["W", "C", "N", "C", "C", "C", "N", "C", "C", "F", "C", "F", "C", "C", "F", "C", "F", "H", "H", "H", "H", "H", "H", "H", "H", "H", "H", "H", "C", "C", "C", "P", "C", "C", "C", "C", "C", "C", "C", "C", "C", "C", "N", "C", "C", "C", "C", "C", "C", "C", "C", "C", "H", "H", "H", "H", "H", "H", "H", "H", "H", "H", "H", "H", "H", "H", "H", "H", "H", "H", "H", "H", "H", "H", "H", "H", "H", "H", "H", "H", "H", "H", "H", "C", "Si", "C", "C", "Si", "Te", "Si", "C", "C", "C", "Si", "C", "C", "C", "H", "H", "H", "H", "H", "H", "H", "H", "H", "H", "H", "H", "H", "H", "H", "H", "H", "H", "H", "H", "H", "H", "H", "H", "H", "H", "H"], "xyz": [[0.27, -1.87, -0.10], [1.39, -4.76, -0.68], [1.78, -3.37, -1.04], [2.02, -3.35, -2.49], [3.07, -3.04, -0.36], [2.88, -2.85, 1.15], [1.47, -2.68, 1.41], [0.96, -3.12, 2.61], [-0.23, -3.83, 2.59], [-0.79, -4.02, 1.35], [-0.81, -4.37, 3.71], [-1.94, -5.08, 3.60], [-0.21, -4.20, 4.95], [0.98, -3.50, 5.00], [1.60, -3.31, 6.17], [1.57, -2.96, 3.86], [2.72, -2.28, 3.97], [2.12, -5.46, -1.11], [0.40, -4.98, -1.10], [1.35, -4.88, 0.40], [2.75, -4.11, -2.76], [2.40, -2.38, -2.78], [1.09, -3.56, -3.01], [3.44, -2.12, -0.82], [3.78, -3.84, -0.58], [3.46, -1.96, 1.45], [3.27, -3.70, 1.71], [-0.65, -4.60, 5.85], [-0.95, -2.98, -4.57], [-1.62, -1.97, -3.64], [-2.87, -2.60, -3.06], [-0.53, -1.08, -2.39], [0.70, -0.34, -3.57], [0.13, 0.64, -4.60], [1.97, 0.24, -2.97], [-1.77, 0.07, -1.73], [-2.44, 1.04, -2.48], [-3.49, 1.78, -1.95], [-4.14, 2.87, -2.75], [-3.90, 1.47, -0.66], [-3.30, 0.47, 0.08], [-2.22, -0.24, -0.44], [-1.58, -1.27, 0.32], [-2.34, -1.69, 1.49], [-2.16, -1.02, 2.69], [-1.15, 0.08, 2.85], [-2.94, -1.37, 3.79], [-3.90, -2.36, 3.72], [-4.74, -2.74, 4.91], [-4.05, -3.03, 2.51], [-3.28, -2.73, 1.40], [-3.45, -3.57, 0.17], [-1.65, -3.22, -5.37], [-0.74, -3.91, -4.06], [-0.04, -2.62, -5.05], [-1.94, -1.11, -4.24], [-2.65, -3.55, -2.59], [-3.58, -2.79, -3.87], [-3.37, -1.96, -2.32], [1.00, -1.24, -4.12], [-0.08, 1.61, -4.14], [-0.76, 0.29, -5.10], [0.89, 0.81, -5.37], [1.76, 1.14, -2.40], [2.65, 0.51, -3.79], [2.49, -0.44, -2.31], [-2.13, 1.23, -3.49], [-3.84, 2.83, -3.79], [-3.86, 3.85, -2.36], [-5.22, 2.80, -2.70], [-4.73, 2.02, -0.22], [-3.67, 0.25, 1.07], [-1.09, 0.72, 1.96], [-0.15, -0.33, 3.02], [-1.40, 0.71, 3.70], [-2.80, -0.83, 4.72], [-4.50, -2.12, 5.77], [-4.57, -3.78, 5.18], [-5.80, -2.62, 4.69], [-4.76, -3.84, 2.43], [-3.50, -4.62, 0.46], [-2.61, -3.45, -0.52], [-4.36, -3.33, -0.37], [-1.28, 3.30, 1.78], [0.55, 3.58, 2.08], [0.89, 5.40, 2.36], [1.17, 2.64, 3.57], [1.76, 2.84, 0.19], [1.51, 0.29, 0.57], [4.10, 2.87, 0.50], [4.60, 1.81, 1.96], [4.91, 2.23, -1.06], [4.61, 4.65, 0.82], [1.04, 3.99, -1.73], [1.94, 3.60, -3.34], [1.37, 5.80, -1.35], [-0.80, 3.72, -1.93], [-1.80, 3.18, 2.73], [-1.48, 2.42, 1.18], [-1.71, 4.16, 1.27], [0.64, 5.65, 3.39], [0.29, 6.03, 1.71], [1.94, 5.66, 2.21], [0.46, 2.74, 4.39], [2.12, 3.05, 3.91], [1.32, 1.58, 3.38], [4.38, 0.76, 1.79], [4.09, 2.11, 2.88], [5.67, 1.92, 2.12], [4.47, 1.28, -1.36], [5.97, 2.07, -0.89], [4.81, 2.93, -1.88], [4.33, 4.97, 1.82], [4.18, 5.34, 0.11], [5.70, 4.72, 0.75], [2.92, 3.14, -3.19], [2.10, 4.55, -3.86], [1.36, 2.95, -3.98], [2.44, 6.00, -1.32], [0.94, 6.11, -0.40], [0.94, 6.42, -2.13], [-1.03, 2.65, -1.96], [-1.16, 4.17, -2.86], [-1.36, 4.15, -1.11]]}

---

Q: Number 1 is which compound?
A: C41H69Br20O7P